(1)
{
  "formula": "C16H14N7O7Pt",
  "method": "ωB97M-V with the def2-TZVPD basis set",
  "gap_ev": [7.674, 4.875],
  "de_lowest_kcal_mol": 0.0,
  "total_energy_ev": -44789.95060,
  "charge": 3,
  "s2": 6.05,
  "spin_multiplicity": 5,
  "homo_ev": [-17.28, -17.27],
  "elements": ["Pt", "C", "C", "C", "C", "N", "C", "C", "C", "C", "C", "C", "N", "H", "H", "H", "H", "H", "H", "H", "H", "N", "N", "H", "H", "H", "H", "O", "N", "O", "C", "C", "C", "C", "O", "C", "C", "N", "O", "O", "N", "O", "O", "H", "H"],
  "positions_angstrom": [[-0.40, -1.35, -0.84], [-1.84, -5.01, -2.57], [-1.01, -5.17, -3.67], [-0.04, -4.22, -3.93], [0.09, -3.13, -3.10], [-0.72, -2.99, -2.03], [-1.66, -3.91, -1.76], [1.09, -2.05, -3.30], [1.99, -2.02, -4.35], [2.87, -0.95, -4.46], [2.82, 0.07, -3.53], [1.90, -0.01, -2.51], [1.06, -1.05, -2.40], [-2.61, -5.73, -2.32], [-1.12, -6.03, -4.32], [0.61, -4.34, -4.79], [-2.28, -3.74, -0.89], [2.02, -2.82, -5.08], [3.58, -0.92, -5.28], [3.48, 0.93, -3.59], [1.81, 0.76, -1.75], [-4.92, 6.77, 2.85], [-4.07, 6.56, 1.89], [-5.38, 7.67, 2.92], [-5.23, 5.99, 3.43], [-3.61, 5.66, 1.80], [-3.78, 7.34, 1.31], [2.98, 0.53, 5.69], [2.04, 1.23, 5.42], [1.54, 2.10, 6.09], [1.41, 0.99, 4.10], [1.89, -0.08, 3.32], [1.30, -0.32, 2.12], [0.21, 0.50, 1.60], [-0.38, 0.31, 0.52], [-0.18, 1.61, 2.46], [0.38, 1.83, 3.69], [-1.22, 2.56, 2.00], [-2.02, 2.92, 2.84], [-1.16, 2.94, 0.85], [1.82, -1.47, 1.36], [2.97, -1.73, 1.46], [1.00, -2.16, 0.72], [2.71, -0.68, 3.69], [0.04, 2.63, 4.33]]
}

***

(2)
{
  "formula": "C16H14O6",
  "method": "ωB97M-V with the def2-TZVPD basis set",
  "gap_ev": 7.817,
  "de_lowest_kcal_mol": 40.4,
  "total_energy_ev": -29102.86188,
  "charge": 0,
  "homo_ev": -9.27,
  "smiles": "CCCC(=O)C/C=C1\\C(=O)C(=O)c2cc(O)c(O)cc2C1=O",
  "elements": ["O", "O", "O", "O", "O", "O", "C", "C", "C", "C", "C", "C", "C", "C", "C", "C", "C", "C", "C", "C", "C", "C", "H", "H", "H", "H", "H", "H", "H", "H", "H", "H", "H", "H", "H", "H"],
  "positions_angstrom": [[-2.35, -0.19, 0.34], [-3.12, -2.54, -0.73], [1.95, -0.89, -1.13], [1.71, 2.14, 2.60], [-0.73, -6.02, -3.66], [1.76, -4.99, -4.00], [-1.52, -0.98, -0.08], [-1.89, -2.26, -0.68], [0.83, -1.36, -0.94], [0.61, 2.43, 2.17], [-0.09, -0.58, -0.11], [0.43, 0.40, 0.69], [-1.29, -4.26, -2.07], [1.28, -3.26, -2.46], [-0.38, -4.94, -2.89], [0.89, -4.42, -3.10], [-0.93, -3.06, -1.46], [0.39, -2.56, -1.62], [-0.30, 1.31, 1.65], [0.24, 6.29, 2.71], [0.15, 3.89, 2.00], [0.75, 4.89, 3.00], [-1.61, -6.33, -3.42], [1.35, -5.77, -4.43], [1.50, 0.53, 0.64], [-2.29, -4.65, -1.88], [2.27, -2.89, -2.61], [-0.69, 0.72, 2.50], [-1.16, 1.78, 1.13], [0.69, 6.61, 1.77], [-0.85, 6.33, 2.65], [0.56, 7.00, 3.47], [0.44, 4.21, 1.01], [-0.95, 3.93, 2.00], [0.52, 4.56, 4.03], [1.85, 4.93, 2.93]]
}

***

(3)
{
  "formula": "C16H15AsBCeCl3F4NO4S5Sb",
  "method": "ωB97M-V with the def2-TZVPD basis set",
  "gap_ev": [7.557, 7.558],
  "de_lowest_kcal_mol": 0.0,
  "total_energy_ev": -210123.60934,
  "charge": -1,
  "s2": 0.75,
  "spin_multiplicity": 2,
  "homo_ev": [-5.78, -5.79],
  "elements": ["Ce", "S", "Sb", "S", "S", "Cl", "C", "C", "C", "Cl", "C", "O", "C", "Cl", "C", "H", "H", "F", "B", "F", "F", "F", "C", "As", "C", "C", "O", "H", "H", "H", "H", "H", "H", "H", "H", "H", "O", "S", "O", "N", "C", "S", "C", "C", "C", "C", "C", "C", "H", "H", "H", "H"],
  "positions_angstrom": [[-0.68, -0.29, 0.19], [-1.01, -5.39, 2.80], [-1.17, -3.50, 1.63], [-2.83, -1.94, 1.55], [-0.27, -3.19, -0.47], [-0.37, 6.99, 3.47], [-0.24, 5.36, 2.95], [0.10, 4.34, 3.80], [0.17, 3.03, 3.32], [0.87, 1.86, 4.46], [-0.07, 2.69, 1.95], [-0.11, 1.49, 1.44], [-0.26, 3.81, 1.12], [-0.32, 3.70, -0.60], [-0.34, 5.07, 1.61], [0.28, 4.49, 4.86], [-0.55, 5.90, 0.93], [0.95, 0.69, -1.42], [1.13, -0.33, -2.45], [1.38, 0.29, -3.59], [-0.24, -0.92, -2.37], [2.08, -1.22, -2.05], [-3.05, -0.13, -3.88], [-3.70, 0.21, -2.14], [-5.19, 1.43, -2.29], [-4.59, -1.27, -1.46], [-2.55, 0.77, -1.09], [-3.82, -0.27, -4.63], [-2.42, -1.05, -3.90], [-2.34, 0.63, -4.20], [-5.99, 1.02, -2.91], [-4.92, 2.42, -2.67], [-5.57, 1.55, -1.29], [-5.24, -1.92, -2.10], [-5.04, -0.99, -0.52], [-3.90, -2.07, -1.07], [2.91, -4.86, -0.37], [3.54, -4.38, 0.81], [4.52, -5.17, 1.45], [2.23, -3.94, 1.89], [2.07, -2.69, 1.96], [0.75, -1.79, 2.70], [3.14, -1.88, 1.25], [3.21, -0.52, 0.98], [4.27, -0.02, 0.21], [5.24, -0.90, -0.31], [5.12, -2.25, -0.13], [4.10, -2.71, 0.62], [2.44, 0.14, 1.39], [4.38, 1.10, 0.02], [6.04, -0.52, -0.89], [5.83, -2.91, -0.56]]
}

***

(4)
{
  "formula": "C16H15AuCl3N4O4S2",
  "method": "ωB97M-V with the def2-TZVPD basis set",
  "gap_ev": [9.009, 4.571],
  "de_lowest_kcal_mol": 37.9,
  "total_energy_ev": -93905.48536,
  "charge": 1,
  "s2": 2.05,
  "spin_multiplicity": 3,
  "homo_ev": [-11.55, -11.59],
  "elements": ["Au", "Cl", "C", "C", "C", "Cl", "C", "O", "C", "Cl", "C", "H", "H", "N", "C", "C", "C", "C", "C", "C", "S", "O", "O", "O", "H", "H", "H", "H", "H", "H", "C", "C", "C", "N", "N", "C", "N", "S", "H", "H", "H", "H", "H", "H", "H"],
  "positions_angstrom": [[-0.04, 0.27, 0.19], [2.23, -5.40, -3.88], [2.08, -3.89, -3.12], [0.83, -3.47, -2.64], [0.72, -2.29, -1.97], [-0.82, -1.79, -1.36], [1.84, -1.42, -1.73], [1.78, -0.35, -1.07], [3.09, -1.87, -2.30], [4.44, -0.86, -2.06], [3.20, -3.07, -2.96], [-0.03, -4.09, -2.80], [4.16, -3.38, -3.35], [0.12, 0.02, 2.48], [-0.58, -1.10, 3.04], [-1.08, -1.04, 4.34], [-1.75, -2.15, 4.86], [-1.90, -3.24, 4.06], [-1.41, -3.34, 2.78], [-0.74, -2.24, 2.27], [-2.75, -4.76, 4.77], [-3.56, -5.14, 3.65], [-3.39, -4.22, 5.93], [-1.50, -5.47, 4.96], [-0.14, 0.88, 2.95], [1.13, -0.09, 2.60], [-0.95, -0.17, 4.95], [-2.14, -2.15, 5.87], [-1.55, -4.24, 2.21], [-0.34, -2.27, 1.27], [-5.12, 2.51, -1.98], [-4.34, 3.44, -1.04], [-2.90, 3.11, -1.09], [-2.36, 2.14, -0.45], [-1.06, 1.98, -0.68], [-0.54, 2.84, -1.53], [0.74, 2.84, -1.89], [-1.73, 3.98, -2.11], [-6.18, 2.74, -1.91], [-4.97, 1.47, -1.68], [-4.81, 2.64, -3.01], [-4.69, 3.30, -0.02], [-4.50, 4.48, -1.33], [1.34, 2.11, -1.54], [1.11, 3.53, -2.51]]
}

***

(5)
{
  "formula": "C16H15BCl3MoN10O6",
  "method": "ωB97M-V with the def2-TZVPD basis set",
  "gap_ev": [3.616, 3.943],
  "de_lowest_kcal_mol": 49.2,
  "total_energy_ev": -84099.50174,
  "charge": 2,
  "s2": 0.76,
  "spin_multiplicity": 2,
  "homo_ev": [-13.58, -13.58],
  "elements": ["Mo", "C", "C", "N", "N", "C", "B", "N", "C", "C", "C", "N", "N", "C", "C", "C", "N", "N", "C", "C", "C", "N", "H", "H", "H", "H", "H", "H", "H", "H", "H", "H", "H", "H", "C", "C", "O", "H", "H", "H", "Cl", "C", "Cl", "Cl", "C", "N", "O", "N", "O", "O", "O", "O"],
  "positions_angstrom": [[0.57, 0.96, -0.75], [-3.81, 0.71, -1.02], [-2.58, 1.18, -1.43], [-1.59, 0.64, -0.71], [-2.19, -0.20, 0.18], [-3.52, -0.17, 0.01], [-1.28, -1.06, 1.08], [-0.38, -0.15, 1.93], [-0.19, -0.06, 3.26], [0.74, 0.92, 3.53], [1.09, 1.41, 2.28], [0.43, 0.76, 1.32], [-0.40, -1.89, 0.11], [-0.21, -3.20, -0.14], [0.64, -3.34, -1.21], [0.96, -2.04, -1.57], [0.33, -1.17, -0.78], [-2.20, -1.86, 2.06], [-2.45, -3.10, 2.29], [-3.48, -3.16, 3.32], [-3.75, -1.80, 3.62], [-3.01, -1.02, 2.89], [-4.78, 0.96, -1.42], [-2.37, 1.86, -2.24], [-4.19, -0.76, 0.60], [-0.74, -0.69, 3.95], [1.10, 1.23, 4.49], [1.79, 2.19, 2.03], [-0.67, -3.98, 0.44], [0.99, -4.25, -1.66], [1.63, -1.69, -2.34], [-1.97, -3.92, 1.80], [-3.89, -4.05, 3.78], [-4.45, -1.40, 4.34], [2.34, 1.51, -3.82], [1.10, 1.81, -3.06], [0.17, 1.03, -2.87], [2.06, 1.51, -4.88], [2.69, 0.51, -3.56], [3.11, 2.25, -3.65], [5.48, 1.37, -2.09], [4.86, 0.73, -0.55], [5.72, 1.48, 0.79], [5.07, -1.01, -0.51], [3.37, 1.06, -0.49], [2.41, 0.28, -0.74], [-0.17, 4.83, -2.09], [0.07, 3.70, -1.97], [0.97, 3.19, -2.92], [-0.39, 2.92, -1.12], [1.79, 2.59, -0.31], [3.16, 2.35, -0.21]]
}

***

(6)
{
  "formula": "C16H15BCl3MoN10O6",
  "method": "ωB97M-V with the def2-TZVPD basis set",
  "gap_ev": [4.345, 4.323],
  "de_lowest_kcal_mol": 36.6,
  "total_energy_ev": -84100.04687,
  "charge": 2,
  "s2": 0.76,
  "spin_multiplicity": 2,
  "homo_ev": [-14.47, -14.47],
  "elements": ["Mo", "C", "C", "N", "N", "C", "B", "N", "C", "C", "C", "N", "N", "C", "C", "C", "N", "N", "C", "C", "C", "N", "H", "H", "H", "H", "H", "H", "H", "H", "H", "H", "H", "H", "C", "C", "O", "H", "H", "H", "Cl", "C", "Cl", "Cl", "C", "N", "O", "N", "O", "O", "O", "O"],
  "positions_angstrom": [[0.09, 0.69, -0.99], [2.88, -0.34, 2.13], [2.55, 0.30, 0.96], [1.24, 0.11, 0.69], [0.73, -0.63, 1.70], [1.70, -0.92, 2.57], [-0.80, -0.89, 1.78], [-1.20, -1.67, 0.51], [-1.83, -2.83, 0.32], [-1.91, -3.08, -1.05], [-1.30, -1.99, -1.64], [-0.87, -1.14, -0.70], [-1.41, 0.53, 1.70], [-2.31, 1.17, 2.44], [-2.36, 2.50, 2.04], [-1.44, 2.60, 1.02], [-0.87, 1.40, 0.81], [-1.14, -1.60, 3.06], [-1.12, -1.10, 4.34], [-1.35, -2.14, 5.20], [-1.49, -3.28, 4.36], [-1.31, -2.94, 3.11], [3.84, -0.39, 2.61], [3.18, 0.90, 0.32], [1.50, -1.53, 3.44], [-2.17, -3.42, 1.15], [-2.33, -3.94, -1.53], [-1.16, -1.78, -2.69], [-2.90, 0.66, 3.19], [-2.98, 3.28, 2.45], [-1.14, 3.46, 0.44], [-0.94, -0.06, 4.55], [-1.38, -2.11, 6.27], [-1.65, -4.30, 4.65], [2.44, 3.64, -2.92], [2.34, 2.25, -2.38], [1.63, 2.06, -1.30], [2.41, 4.36, -2.11], [1.56, 3.81, -3.56], [3.33, 3.74, -3.53], [1.27, 1.35, -6.40], [-0.06, 0.44, -5.67], [0.03, -1.27, -6.16], [-1.63, 1.16, -6.06], [0.05, 0.48, -4.23], [0.09, 0.47, -3.08], [2.91, 1.34, -3.01], [2.79, -0.58, -1.82], [3.55, -1.35, -2.24], [1.57, -0.79, -1.60], [-0.93, 2.21, -1.63], [-1.73, 1.17, -1.50]]
}